This record from OMol25 describes one molecule with the formula C6H9ClN2O2. The level of theory is ωB97M-V with the def2-TZVPD basis set.

Each line ends with the natural charge from an NBO analysis.
Positions of all 20 atoms, in Å:
C1 0.87 0.41 1.30  0.1985
C2 0.54 1.71 0.62  -0.4243
C3 0.66 1.33 -0.89  -0.4985
C4 1.35 0.05 -1.09  -0.0752
C5 -0.91 -0.96 0.23  0.4107
C6 -1.28 -2.39 0.12  -0.6958
N1 -0.03 -0.64 1.02  -0.4659
N2 2.15 -0.58 -0.25  0.3696
O1 2.68 -1.68 -0.32  -0.4663
O2 2.11 -0.06 1.01  -0.3409
Cl1 -2.22 0.17 -0.47  -0.1662
H1 0.70 0.50 2.36  0.2238
H2 -0.47 2.00 0.74  0.2299
H3 1.21 2.53 1.09  0.2242
H4 -0.33 1.16 -1.21  0.2534
H5 1.13 2.25 -1.28  0.2457
H6 1.33 -0.57 -2.07  0.2347
H7 -0.51 -2.82 0.77  0.2576
H8 -1.28 -2.68 -0.94  0.2408
H9 -2.26 -2.70 0.53  0.2443

Values from the calculation:
- Kohn-Sham gap (spin up / spin down): 9.083 / 9.084 eV
- Energy relative to the best compared isomer or geometry (same formula, charge and spin): 126.7 kcal/mol
- HOMO level (spin up / spin down): -0.3185 / -0.3186 hartree
- Net charge: 0
- 2S+1: 1



This record from OMol25 describes C36H95AlClNO15P as an isolated structure. The level of theory is ωB97M-V with the def2-TZVPD basis set.

Each line ends with the Mulliken charge.
Positions of all 150 atoms, in Å:
C1 2.87 -4.36 1.88  -1.2211
C2 2.90 -3.18 0.91  0.1042
O1 3.29 -1.95 1.53  -0.1934
C3 2.36 -1.50 2.45  -0.4510
O2 2.70 -1.41 3.56  -0.5463
C4 0.92 -1.10 2.03  1.8616
C5 0.76 0.43 2.18  -0.4542
C6 -0.55 1.02 1.60  -0.5852
Al1 -2.04 -0.29 1.29  -1.1292
C7 -3.56 0.80 0.41  -1.0461
C8 -4.92 0.62 1.02  0.6060
C9 -5.66 -0.58 0.50  -1.5151
Cl1 -5.98 2.08 0.52  -0.2793
O3 -1.60 -1.74 0.31  -0.1303
C10 -2.36 -1.97 -0.85  -0.6371
C11 -1.80 -1.26 -2.13  1.2169
C12 -1.63 -2.31 -3.24  -1.8518
C13 -0.54 -0.46 -1.84  -0.3773
C14 0.27 0.03 -3.07  1.0126
C15 1.30 -1.02 -3.56  -1.3400
C16 -0.59 0.60 -4.21  -1.5887
P1 -2.82 -0.92 3.46  0.8278
N1 -1.81 -1.81 4.26  -0.8649
O4 -3.13 0.49 4.31  -0.3855
O5 -4.32 -1.68 3.37  -0.4832
H1 2.72 -4.07 2.91  0.3139
H2 2.03 -4.99 1.61  0.3522
H3 3.78 -4.93 1.81  0.3238
H4 1.95 -3.08 0.38  -0.0247
H5 3.66 -3.38 0.16  0.4771
H6 0.27 -1.68 2.68  0.1904
H7 0.82 -1.40 0.99  -0.9384
H8 1.58 0.90 1.63  -0.0150
H9 0.94 0.68 3.22  -0.0587
H10 -0.92 1.74 2.34  0.5267
H11 -0.32 1.62 0.73  0.7436
H12 -3.28 1.85 0.48  0.6810
H13 -3.61 0.59 -0.66  0.3543
H14 -4.93 0.65 2.10  0.0213
H15 -6.66 -0.56 0.92  0.4764
H16 -5.75 -0.55 -0.58  0.4039
H17 -5.18 -1.51 0.79  0.2734
H18 -2.26 -3.04 -1.06  0.5671
H19 -3.43 -1.79 -0.73  -0.0817
H20 -2.58 -0.57 -2.48  0.2198
H21 -0.70 -2.84 -3.13  0.2812
H22 -1.72 -1.85 -4.22  0.1586
H23 -2.42 -3.05 -3.15  0.6059
H24 -0.84 0.44 -1.31  -0.0614
H25 0.15 -0.99 -1.19  -0.3906
H26 0.87 0.85 -2.70  0.7521
H27 1.11 -1.30 -4.59  0.2606
H28 1.18 -1.89 -2.93  0.1676
H29 2.32 -0.69 -3.42  0.2370
H30 -0.29 1.62 -4.42  0.3109
H31 -0.48 0.02 -5.11  0.2759
H32 -1.66 0.64 -3.99  0.3180
H33 -1.56 -1.30 5.11  0.1983
H34 -3.11 1.23 3.69  0.2756
H35 -4.96 -1.12 3.85  0.2708
C17 7.07 -5.31 4.23  -1.1621
C18 5.80 -4.50 4.06  0.0558
O6 4.65 -5.33 4.04  -0.5001
H36 7.18 -6.04 3.42  0.3276
H37 7.95 -4.66 4.24  0.2613
H38 7.05 -5.88 5.17  0.3363
H39 5.82 -3.95 3.12  0.2361
H40 5.70 -3.77 4.88  0.1627
H41 4.60 -5.81 4.87  0.2689
C19 -3.48 -0.19 -7.79  -0.9007
C20 -2.49 0.95 -7.96  -0.3026
O7 -1.15 0.49 -7.81  -0.4624
H42 -3.36 -0.65 -6.80  0.1594
H43 -4.51 0.16 -7.89  0.3393
H44 -3.30 -0.97 -8.53  0.3214
H45 -2.65 1.71 -7.20  0.2787
H46 -2.61 1.41 -8.94  0.3111
H47 -0.99 -0.18 -8.48  0.2640
C21 -6.66 1.64 6.97  -0.8681
C22 -5.66 2.77 6.80  -0.2305
O8 -4.33 2.31 6.92  -0.5144
H48 -6.53 1.16 7.94  0.2640
H49 -7.69 2.01 6.89  0.3168
H50 -6.51 0.88 6.20  0.2102
H51 -5.81 3.53 7.58  0.2876
H52 -5.79 3.26 5.83  0.2376
H53 -4.19 1.65 6.23  0.2873
C23 3.46 -1.49 -7.61  -1.0909
C24 3.90 -1.67 -6.17  0.1665
O9 3.22 -2.77 -5.56  -0.4795
H54 2.38 -1.31 -7.65  0.2521
H55 3.98 -0.65 -8.07  0.3317
H56 3.67 -2.39 -8.19  0.3223
H57 3.68 -0.78 -5.58  0.2484
H58 4.98 -1.86 -6.11  0.0320
H59 3.42 -3.56 -6.06  0.2656
C25 -7.25 6.29 0.22  -1.0115
C26 -7.45 6.06 -1.27  -0.0719
O10 -6.55 5.07 -1.75  -0.4826
H60 -6.23 6.60 0.42  0.2487
H61 -7.93 7.06 0.59  0.3401
H62 -7.43 5.37 0.78  0.2782
H63 -7.25 6.97 -1.83  0.2850
H64 -8.47 5.74 -1.48  0.1463
H65 -6.73 4.25 -1.26  0.2585
C27 6.09 1.16 0.49  -1.0024
C28 4.81 1.97 0.33  -0.2924
O11 3.67 1.13 0.32  -0.3173
H66 6.18 0.44 -0.32  0.2387
H67 6.97 1.81 0.49  0.3621
H68 6.07 0.60 1.43  0.2802
H69 4.82 2.52 -0.61  0.2826
H70 4.72 2.70 1.15  0.2687
H71 3.63 0.65 1.16  0.0877
C29 8.15 -1.21 6.49  -0.7986
C30 9.40 -1.93 6.02  -0.2552
O12 9.39 -2.10 4.61  -0.4957
H72 7.25 -1.76 6.20  0.1064
H73 8.14 -1.09 7.58  0.3185
H74 8.08 -0.22 6.03  0.3204
H75 9.45 -2.92 6.46  0.2650
H76 10.29 -1.37 6.31  0.2853
H77 9.35 -1.22 4.20  0.2815
C31 2.33 3.00 6.68  -1.1982
C32 2.14 2.80 5.19  -0.0041
O13 2.99 1.77 4.69  -0.4082
H78 3.37 3.26 6.90  0.2766
H79 1.69 3.80 7.06  0.3609
H80 2.11 2.08 7.23  0.3458
H81 2.38 3.71 4.65  0.2974
H82 1.10 2.54 4.98  0.1194
H83 2.77 0.96 5.16  0.2276
C33 7.27 -4.72 -3.90  -1.0043
C34 7.42 -4.16 -5.30  -0.1919
O14 7.14 -2.76 -5.34  -0.4928
H84 6.27 -4.54 -3.52  0.2484
H85 7.47 -5.79 -3.88  0.3272
H86 7.97 -4.22 -3.22  0.3216
H87 6.71 -4.64 -5.98  0.2651
H88 8.43 -4.34 -5.69  0.2550
H89 7.77 -2.33 -4.75  0.2740
C35 -10.72 5.54 -4.56  -0.8929
C36 -11.70 6.40 -3.79  -0.2502
O15 -11.02 7.49 -3.16  -0.5086
H90 -9.94 5.16 -3.90  0.1769
H91 -11.22 4.70 -5.04  0.3107
H92 -10.22 6.13 -5.34  0.3268
H93 -12.18 5.82 -3.00  0.2725
H94 -12.47 6.80 -4.45  0.2777
H95 -10.60 8.01 -3.85  0.2916

Values from the calculation:
- Kohn-Sham gap: 7.054 eV
- HOMO level: -0.1865 hartree
- Net charge: -1
- 2S+1: 1



no.,F_max (eV Å⁻¹)
1,4.860
2,3.093